Entry from the Open Molecules 2025 dataset: a single CHCl3 molecule (ωB97M-V/def2-TZVPD).

Structure (XYZ):
```
5
Properties=species:S:1:pos:R:3
C -0.0110 -0.0229 0.0736
Cl 1.7975 -0.1879 -0.1322
Cl -0.7171 -0.3780 -1.4708
Cl -0.6269 1.4275 0.8762
H -0.4425 -0.8388 0.6533
```

- total energy (Eh) = -1419.2624
- frontier orbital gap (Ha) = 0.43085
- LUMO energy (eV) = 0.52
- ΔE to the lowest compared entry with this formula, charge and spin (kJ/mol) = 24.9
- charge = 0
- SMILES = ClC(Cl)Cl